Record 1
Formula: C4H9O3
Source: OMol25
Level of theory: the ωB97M-V functional and the def2-TZVPD basis

Values from the calculation:
Net charge: -1
M, g mol⁻¹: 105.1
Relative energy (zero: lowest compared OMol25 entry of this formula, charge and spin), kcal per mole: 39.0

Each line ends with the Mulliken charge.
CARTESIAN COORDINATES (ANGSTROEM)
C  -2.157  1.355  -0.950  -0.29
O  -3.388  0.750  -1.465  -0.54
H  -3.596  0.037  -0.878  0.30
H  -1.487  1.187  -1.796  0.18
H  -1.756  0.717  -0.176  0.13
H  -2.393  2.346  -0.611  0.23
C  2.127  -0.623  0.640  -0.39
C  1.143  -0.797  -0.552  -0.93
C  1.264  -0.137  1.908  0.48
O  0.202  -0.798  2.077  -0.72
O  1.715  0.712  2.695  -0.74
H  2.477  -1.631  0.918  0.17
H  3.107  -0.162  0.625  0.34
H  0.486  -1.552  -0.118  0.28
H  1.598  -1.457  -1.329  0.33
H  0.660  0.052  -0.988  0.19

---

Record 2
Formula: C6H9N
Source: OMol25
Level of theory: the ωB97M-V functional and the def2-TZVPD basis

Values from the calculation:
Net charge: 0
M, g mol⁻¹: 95.1
Relative energy (zero: lowest compared OMol25 entry of this formula, charge and spin), kcal per mole: 75.4

Each line ends with the Mulliken charge.
CARTESIAN COORDINATES (ANGSTROEM)
C  1.967  -0.034  -0.062  -0.76
N  0.623  -0.565  -0.073  -0.37
C  -0.347  -0.081  0.998  -0.03
C  -0.516  1.199  0.135  -0.63
C  -0.401  0.114  -0.971  -0.03
C  -1.562  -0.847  -0.711  -0.54
C  -1.526  -0.980  0.617  -0.54
H  2.506  -0.481  0.790  0.28
H  2.462  -0.310  -1.012  0.28
H  2.040  1.122  0.057  0.25
H  -0.013  -0.057  2.040  0.45
H  0.448  1.791  0.165  0.11
H  -1.384  1.868  0.226  0.31
H  -0.126  0.348  -2.004  0.45
H  -2.122  -1.407  -1.448  0.38
H  -2.048  -1.681  1.254  0.38

---

Record 3
Formula: C18H26CoF3NP2
Source: OMol25
Level of theory: the ωB97M-V functional and the def2-TZVPD basis

Values from the calculation:
Net charge: +3
M, g mol⁻¹: 434.3
Spin multiplicity: 5
Relative energy (zero: lowest compared OMol25 entry of this formula, charge and spin), kcal per mole: 0.0

Each line ends with the Mulliken charge.
CARTESIAN COORDINATES (ANGSTROEM)
Co  0.207  -0.965  1.490  0.24
C  0.950  0.325  3.390  -0.69
C  1.853  -0.736  3.230  -0.31
C  1.398  -2.059  3.312  -0.33
C  0.044  -2.320  3.553  -0.51
C  -0.865  -1.261  3.662  -0.50
C  -0.412  0.064  3.585  -0.32
H  1.308  1.346  3.364  0.55
H  2.906  -0.536  3.074  0.52
H  2.100  -2.879  3.216  0.55
H  -0.305  -3.341  3.629  0.49
H  -1.914  -1.464  3.834  0.54
H  -1.112  0.881  3.705  0.50
C  2.655  0.837  -0.371  -1.34
P  0.856  0.619  -0.284  0.79
C  0.379  -0.068  -1.894  -1.34
C  0.149  2.327  -0.236  -0.81
C  0.401  3.161  -1.508  -0.69
P  -0.244  4.873  -1.445  0.46
C  -0.794  5.451  -3.044  -0.95
C  0.864  6.016  -0.629  -0.96
H  2.943  1.416  -1.249  0.44
H  3.133  -0.141  -0.448  0.42
H  3.029  1.333  0.525  0.40
H  0.806  0.508  -2.716  0.47
H  -0.707  -0.097  -1.995  0.42
H  0.756  -1.089  -1.974  0.38
H  0.570  2.817  0.645  0.48
H  -0.924  2.228  -0.058  0.54
H  -0.080  2.704  -2.375  0.36
H  1.470  3.251  -1.730  0.38
H  0.063  5.481  -3.727  0.40
H  -1.201  6.458  -2.941  0.38
H  -1.559  4.789  -3.447  0.37
H  1.750  6.157  -1.258  0.40
H  1.163  5.644  0.350  0.35
H  0.362  6.977  -0.510  0.38
F  -3.682  -5.768  -1.606  -0.24
C  -2.381  -5.651  -1.852  0.79
F  -1.780  -6.809  -1.602  -0.23
F  -2.211  -5.346  -3.141  -0.22
C  -1.770  -4.543  -1.004  0.19
C  -2.557  -3.509  -0.520  -0.74
C  -1.951  -2.507  0.209  -0.27
N  -0.631  -2.498  0.464  0.31
C  0.123  -3.511  -0.001  -0.32
C  -0.407  -4.548  -0.739  -0.80
H  -3.624  -3.490  -0.695  0.53
H  -2.537  -1.689  0.613  0.51
H  1.180  -3.488  0.236  0.52
H  0.228  -5.351  -1.088  0.52